1.
{
  "formula": "C5H9NO",
  "method": "ωB97M-V/def2-TZVPD",
  "e_above_lowest_kj_mol": 457.31,
  "fmax_ev_per_a": 0.940,
  "gap_ha": 0.254,
  "total_energy_ev": -8864.473,
  "species": ["C", "C", "C", "C", "C", "O", "N", "H", "H", "H", "H", "H", "H", "H", "H", "H"],
  "coordinates": [[-1.6287, -0.5160, 0.3675], [1.4373, -1.5699, 0.8077], [0.8761, -0.2409, 0.4737], [0.1074, 1.4620, -0.3236], [-0.2141, 1.5364, -1.6830], [1.5632, 0.7425, -0.0208], [-0.3630, 0.1676, 0.4231], [0.0990, 2.2612, 0.4372], [-1.5099, -1.5682, 0.6267], [-1.9987, -0.4401, -0.6600], [-2.3356, -0.0496, 1.0552], [2.4161, -1.4436, 1.2692], [0.7825, -2.1136, 1.4861], [1.5622, -2.1427, -0.1144], [0.4675, 2.1493, -2.2664], [-1.2615, 1.7656, -1.8781]],
  "forces_ev_per_angstrom": [[-0.034, 0.078, -0.062], [0.038, 0.099, 0.261], [-0.196, 0.282, -0.777], [-0.235, -0.584, 0.698], [0.086, -0.237, -0.290], [-0.233, -0.133, 0.324], [0.235, 0.583, -0.290], [0.474, -0.092, -0.027], [0.013, 0.054, -0.007], [0.013, -0.028, 0.088], [0.019, -0.071, -0.041], [-0.026, -0.011, -0.036], [0.001, -0.005, -0.029], [-0.041, 0.098, 0.013], [-0.090, 0.270, 0.142], [-0.024, -0.303, 0.034]],
  "lowdin_charge": [-0.024, 0.040, -0.407, -0.255, -0.116, 0.075, -0.019, 0.128, 0.087, 0.091, 0.090, 0.095, 0.086, 0.107, 0.010, 0.012]
}

2.
{
  "formula": "C5H9NO",
  "method": "ωB97M-V/def2-TZVPD",
  "e_above_lowest_kj_mol": 59.23,
  "fmax_ev_per_a": 3.528,
  "s2": 0.76,
  "gap_ha": [0.403, 0.269],
  "charge": 1,
  "total_energy_ev": -8859.837,
  "multiplicity": 2,
  "species": ["C", "C", "N", "C", "C", "C", "H", "H", "H", "H", "H", "H", "H", "H", "H", "O"],
  "coordinates": [[1.1855, 0.0920, -1.6942], [-0.0354, 0.6949, -1.9912], [-0.6129, 1.0981, -0.7885], [0.2148, 0.8032, 0.2917], [1.4305, 0.3043, -0.2986], [-0.1744, 0.6745, 1.6968], [1.9235, -0.2405, -2.3812], [-0.5617, 0.6074, -2.9614], [-1.5399, 1.4238, -0.6255], [2.3002, -0.0366, 0.3933], [-0.8328, -0.1733, 1.7848], [-0.7070, 1.5903, 1.9563], [0.7355, 0.7347, 2.3628], [-0.4898, -2.0373, 1.0260], [-1.5230, -2.9501, 0.1618], [-1.3131, -2.5853, 1.0672]],
  "forces_ev_per_angstrom": [[1.457, 1.456, 2.865], [-1.058, -0.803, 0.724], [0.947, -0.391, 0.767], [0.268, -0.614, -2.552], [0.792, -1.573, -0.292], [1.145, 2.200, 0.347], [0.191, -0.412, -0.532], [0.182, 0.667, 0.912], [-0.705, 0.220, -0.376], [-1.534, 0.689, -1.769], [-0.212, -0.441, 0.511], [-0.555, -0.109, 0.204], [-1.015, -0.799, -0.743], [-1.025, -1.214, -0.397], [0.678, 0.707, 1.440], [0.443, 0.418, -1.108]],
  "mulliken_spin": [0.021, 0.397, -0.067, 0.346, 0.209, 0.025, 0.004, 0.012, -0.002, 0.000, 0.034, 0.022, -0.002, 0.002, 0.000, 0.001]
}

3.
{
  "formula": "C5H9NO2",
  "method": "ωB97M-V/def2-TZVPD",
  "e_above_lowest_kj_mol": 404.17,
  "fmax_ev_per_a": 4.581,
  "gap_ha": 0.325,
  "smiles": "CC/[N+]([O-])=C/C(C)=O",
  "total_energy_ev": -10912.387,
  "species": ["C", "C", "C", "C", "C", "N", "O", "O", "H", "H", "H", "H", "H", "H", "H", "H", "H"],
  "coordinates": [[-0.5077, -0.0082, -0.3984], [-1.7664, -0.5523, -0.7366], [-1.6358, -2.0130, -1.3404], [2.0190, 0.6915, 1.5005], [1.2302, 1.4193, 0.4214], [-0.2128, 1.1133, 0.2966], [-2.8959, -0.1171, -0.6617], [-1.0202, 1.8297, 0.9247], [0.4346, -0.6561, -0.7327], [-2.3376, -2.2030, -2.1610], [-1.9548, -2.6252, -0.5449], [-0.6913, -2.2837, -1.6126], [2.5599, -0.0724, 1.1065], [2.6992, 1.3671, 1.9108], [1.1310, 0.4468, 2.1339], [1.2749, 2.5011, 0.5224], [1.6738, 1.1621, -0.6286]],
  "forces_ev_per_angstrom": [[3.750, 0.467, 0.443], [-1.904, -2.575, -1.708], [-2.288, 2.120, 0.332], [-4.288, 1.580, 0.314], [1.660, 0.559, -3.411], [-0.787, -1.910, 0.069], [0.498, 0.859, 0.541], [0.556, -0.316, -0.681], [-2.213, 1.918, 0.772], [0.141, 0.468, 0.177], [-0.344, -1.012, 1.067], [2.635, -0.679, -0.777], [1.067, -2.685, -0.856], [0.816, 1.079, 1.180], [1.598, -0.494, 0.600], [-0.112, -0.045, 0.140], [-0.785, 0.666, 1.796]],
  "lowdin_charge": [-0.012, -0.433, -0.011, -0.044, -0.185, -0.255, 0.082, 0.034, 0.168, 0.090, 0.065, 0.021, 0.038, 0.059, 0.113, 0.122, 0.147]
}

4.
{
  "formula": "C5H9NO2",
  "method": "ωB97M-V/def2-TZVPD",
  "e_above_lowest_kj_mol": 142.43,
  "fmax_ev_per_a": 4.473,
  "gap_ha": 0.341,
  "smiles": "O=C(O)[C@@H]1CCCN1",
  "total_energy_ev": -10915.099,
  "species": ["C", "C", "C", "C", "C", "H", "H", "H", "H", "H", "H", "H", "H", "H", "N", "O", "O"],
  "coordinates": [[0.0213, -0.0355, 0.8051], [-1.3258, 0.1445, -0.0324], [0.8810, 1.1501, 0.5538], [1.6383, 0.6636, -0.6396], [1.7443, -0.8647, -0.3988], [0.6156, -1.9249, 0.8989], [-0.1682, -0.0233, 1.8377], [1.6277, 1.3182, 1.3125], [0.3179, 2.0574, 0.5731], [2.6674, 1.0212, -0.7175], [1.1718, 1.0972, -1.5490], [1.9128, -1.5466, -1.2173], [2.6631, -1.0842, 0.1999], [-2.7308, -0.7785, -0.7570], [0.5499, -1.1539, 0.2407], [-1.6827, 1.2198, -0.3480], [-2.0274, -1.0206, -0.1514]],
  "forces_ev_per_angstrom": [[-3.790, 2.257, -0.742], [1.464, -1.139, 3.578], [1.394, -0.080, 0.466], [1.392, 0.788, -2.117], [2.368, 0.538, -0.851], [-0.062, 0.012, -0.375], [-0.836, -0.699, 1.539], [0.118, -0.390, 0.917], [-0.367, 0.551, -0.861], [-0.066, 0.341, 0.244], [-0.058, -1.188, 0.082], [-0.185, 0.285, -1.029], [-0.391, 0.552, 0.212], [-0.693, -0.180, -0.192], [0.588, -4.230, 1.192], [-1.479, 1.548, -1.656], [0.605, 1.034, -0.406]],
  "lowdin_charge": [-0.300, -0.452, -0.154, -0.155, -0.213, 0.146, 0.143, 0.116, 0.114, 0.104, 0.124, 0.106, 0.120, 0.112, -0.044, 0.130, 0.104]
}

5.
{
  "formula": "C5H9NO2",
  "method": "ωB97M-V/def2-TZVPD",
  "e_above_lowest_kj_mol": 172.13,
  "fmax_ev_per_a": 5.509,
  "gap_ha": 0.389,
  "smiles": "O=C(O)[C@@H]1CCCN1",
  "total_energy_ev": -10914.792,
  "species": ["C", "C", "C", "C", "C", "H", "H", "H", "H", "H", "H", "H", "H", "H", "N", "O", "O"],
  "coordinates": [[-0.6583, -0.0162, 0.3756], [-2.0896, 0.0295, 0.0202], [0.1035, 1.2176, -0.1869], [1.5380, 0.6455, -0.2683], [1.4359, -0.7956, 0.1415], [-0.0218, -1.5754, -0.9548], [-0.4880, 0.1149, 1.4703], [-0.4087, 1.5291, -1.0450], [0.0507, 2.0585, 0.5748], [1.9673, 1.0552, -1.1683], [2.2295, 1.0582, 0.4187], [1.4583, -0.8293, 1.2231], [2.0026, -1.5394, -0.2179], [-1.7673, -1.6600, -0.1841], [0.0361, -1.1843, -0.0117], [-2.8525, 1.0091, 0.0756], [-2.5357, -1.1172, -0.2628]],
  "forces_ev_per_angstrom": [[0.739, 2.875, 0.586], [-2.193, 4.786, 1.621], [0.539, -0.051, 3.270], [-0.038, 1.582, -0.754], [-2.983, 1.212, 1.913], [-0.820, 0.868, -0.037], [-0.692, -0.545, -0.413], [-0.013, 0.566, -1.684], [-0.079, -0.898, -1.068], [0.281, -1.149, -1.077], [0.277, 0.983, 1.183], [1.117, 0.200, 0.486], [2.531, -2.290, -1.581], [0.615, -1.853, 0.109], [0.721, -1.931, -1.053], [2.249, -1.623, -0.228], [-2.252, -2.730, -1.273]],
  "lowdin_charge": [-0.302, -0.534, -0.092, -0.154, -0.178, 0.140, 0.179, 0.093, 0.141, 0.104, 0.091, 0.121, 0.085, 0.079, -0.049, 0.082, 0.194]
}

6.
{
  "formula": "C5H9NO2",
  "method": "ωB97M-V/def2-TZVPD",
  "e_above_lowest_kj_mol": 628.78,
  "fmax_ev_per_a": 3.393,
  "gap_ha": 0.364,
  "smiles": "CNOC1=C[C@H]1OC",
  "total_energy_ev": -10910.059,
  "species": ["C", "C", "C", "C", "C", "N", "O", "O", "H", "H", "H", "H", "H", "H", "H", "H", "H"],
  "coordinates": [[-1.8503, 0.3977, 1.1416], [-1.2331, 0.3169, -0.0034], [-0.2937, 0.2587, 1.1500], [0.5615, 0.3398, -2.7191], [1.1884, -1.1117, 2.5743], [-0.5619, 1.1520, -2.1752], [-1.4684, 0.3532, -1.3716], [0.2072, -1.0716, 1.5164], [-2.7514, 0.1255, 1.6230], [0.5305, 0.9702, 1.4749], [1.3853, 0.2744, -1.9535], [0.1552, -0.6468, -3.0400], [0.9285, 0.7180, -3.6067], [1.7661, -2.0414, 2.3447], [0.7532, -1.1269, 3.5733], [1.9100, -0.2758, 2.4567], [-1.2273, 1.3678, -2.9855]],
  "forces_ev_per_angstrom": [[2.088, -0.638, -0.787], [0.672, 1.667, -1.196], [-0.126, -1.194, 0.540], [-1.372, -1.796, 2.531], [0.451, -0.305, -1.806], [-0.498, 0.638, -1.341], [0.320, -0.998, 1.250], [-0.024, 0.860, 0.017], [-0.567, 0.303, 0.705], [-1.609, -0.160, -0.512], [-0.949, -0.180, -0.837], [0.525, 0.187, 0.676], [0.741, 1.562, -1.675], [-0.480, 0.648, 0.622], [-0.065, 0.013, -0.030], [-0.395, -0.245, 0.284], [1.288, -0.363, 1.559]],
  "lowdin_charge": [0.125, -0.216, -0.188, -0.095, -0.110, -0.081, -0.082, -0.196, 0.088, 0.142, 0.096, 0.089, 0.040, 0.093, 0.077, 0.077, 0.141]
}

7.
{
  "formula": "C5H9NO2",
  "method": "ωB97M-V/def2-TZVPD",
  "e_above_lowest_kj_mol": 260.37,
  "fmax_ev_per_a": 3.045,
  "gap_ha": 0.339,
  "total_energy_ev": -10913.877,
  "species": ["C", "C", "N", "O", "H", "H", "H", "H", "H", "C", "C", "C", "O", "H", "H", "H", "H"],
  "coordinates": [[1.8919, 0.4978, 0.9117], [1.0183, 0.1322, -0.2774], [1.6620, 0.4390, -1.5341], [0.4561, -1.1321, -0.2322], [1.7158, 1.4420, -1.6935], [1.1461, 0.0421, -2.3137], [2.8663, 0.0103, 0.8259], [2.0499, 1.5784, 0.9600], [1.4327, 0.1793, 1.8501], [-2.4454, -0.9703, 0.1874], [-1.0704, -0.4944, 0.5037], [-0.5028, 0.6563, -0.2170], [-1.0200, 1.5181, -0.8937], [-0.7477, -0.6311, 1.5321], [-3.1165, -0.7541, 1.0299], [-2.8748, -0.4598, -0.6779], [-2.4616, -2.0537, 0.0387]],
  "forces_ev_per_angstrom": [[0.085, -0.081, -0.054], [-1.850, 2.161, 0.089], [0.138, -0.382, -0.013], [-2.370, -1.325, 0.680], [-0.017, -0.140, 0.227], [-0.072, 0.005, 0.207], [-0.101, 0.006, -0.048], [0.006, -0.069, -0.068], [-0.034, 0.031, -0.089], [-0.259, -0.333, -0.170], [2.010, -1.089, -0.706], [2.008, 2.195, -0.649], [-0.052, -1.105, 0.744], [-0.101, 0.239, -0.064], [0.311, -0.071, -0.014], [0.298, -0.153, -0.057], [0.001, 0.112, -0.014]],
  "lowdin_charge": [-0.007, -0.613, 0.105, -0.028, 0.088, 0.088, 0.086, 0.087, 0.077, -0.032, -0.051, -0.323, 0.106, 0.138, 0.095, 0.088, 0.096]
}